ORCA calculation (wB97M-V/def2-TZVPD) on a molecular structure, C14H24N3O3S2Y.

The energy above the lowest of the compared OMol25 structures with the same formula, charge and spin comes out at 113.8 kJ/mol. As for the total charge: +2. The calculation puts the total energy at -48222.122 eV.

Cartesian coordinates (Å):
Y  0.67  -0.67  0.23
C  -0.74  -1.98  4.36
O  -0.04  -1.80  3.09
C  -0.30  -0.71  2.36
O  -1.09  0.15  2.71
H  -0.87  -3.05  4.49
H  -1.70  -1.47  4.33
H  -0.12  -1.57  5.15
N  3.09  -0.66  0.17
H  3.49  -1.54  -0.15
H  3.51  -0.49  1.08
H  3.49  0.06  -0.44
C  -3.44  -2.55  -0.76
N  -2.55  -2.68  -1.90
C  -3.05  -2.58  -3.27
C  -1.83  -2.95  -4.12
N  -0.74  -2.84  -3.13
C  -1.24  -2.82  -1.88
S  -0.29  -3.04  -0.47
H  -4.02  -1.62  -0.86
H  -2.86  -2.53  0.16
H  -4.13  -3.39  -0.74
H  -3.39  -1.55  -3.46
H  -3.90  -3.25  -3.42
H  -1.67  -2.27  -4.95
H  -1.89  -3.97  -4.50
H  0.16  -3.27  -3.28
C  4.19  3.46  1.95
C  2.99  3.09  1.15
C  2.89  3.43  -0.20
C  1.76  3.13  -0.95
C  0.70  2.49  -0.33
C  0.75  2.14  1.02
C  1.90  2.43  1.74
S  -0.69  1.97  -1.33
C  -2.08  2.55  -0.36
O  -0.68  0.44  -1.09
H  5.11  3.38  1.36
H  4.29  2.84  2.84
H  4.11  4.50  2.28
H  3.72  3.94  -0.68
H  1.71  3.40  -2.00
H  -0.10  1.69  1.54
H  1.94  2.18  2.80
H  -2.04  2.14  0.65
H  -2.98  2.23  -0.87
H  -2.04  3.64  -0.34

ORCA calculation (wB97M-V/def2-TZVPD) on a molecular structure, C2H4OP2 in a non-equilibrium geometry.

The energy above the lowest of the compared OMol25 structures with the same formula, charge and spin comes out at 110.2 kJ/mol. The calculation puts the total energy at -22760.917 eV.

Cartesian coordinates (Å):
C  -0.29  -0.07  -1.30
C  -0.27  0.15  1.26
O  2.30  0.11  0.14
P  -0.38  1.29  -0.11
P  1.01  -0.56  0.02
H  -1.33  -0.89  -1.01
H  -0.03  0.00  -2.38
H  0.16  0.41  2.20
H  -1.18  -0.42  1.17

ORCA calculation (wB97M-V/def2-TZVPD) on a molecular structure, C27H42N5O5OsS in a non-equilibrium geometry.

The energy above the lowest of the compared OMol25 structures with the same formula, charge and spin comes out at 221.9 kJ/mol. As for the total charge: +3. The calculation puts the total energy at -59647.288 eV.

Cartesian coordinates (Å):
Os  -0.64  1.25  -0.02
N  -0.73  1.06  2.07
C  -0.99  2.39  2.69
C  -0.10  3.41  1.99
N  -0.23  3.28  0.50
C  -1.18  4.20  -0.15
C  -2.56  3.76  0.27
N  -2.65  2.27  0.09
H  -1.36  0.36  2.46
H  0.24  0.79  2.31
H  -0.79  2.39  3.76
H  -2.05  2.61  2.55
H  0.94  3.24  2.25
H  -0.37  4.41  2.33
H  0.69  3.47  0.11
H  -1.07  4.10  -1.23
H  -0.99  5.24  0.11
H  -3.31  4.27  -0.33
H  -2.75  4.01  1.31
H  -2.86  2.07  -0.88
H  -3.40  1.90  0.66
O  0.72  1.23  -1.83
C  -0.26  1.54  -2.59
O  -1.36  1.72  -1.92
C  -0.19  1.67  -4.00
C  0.94  1.18  -4.67
C  1.05  1.25  -6.05
C  0.00  1.86  -6.72
O  -0.11  2.06  -8.02
C  -1.34  2.77  -8.25
O  -1.97  2.92  -6.96
C  -1.13  2.38  -6.06
C  -1.27  2.29  -4.71
H  1.74  0.74  -4.09
H  1.89  0.85  -6.59
H  -1.98  2.20  -8.91
H  -1.13  3.75  -8.67
H  -2.15  2.66  -4.21
C  -1.12  -3.06  3.61
C  -0.98  -3.82  2.30
N  -0.68  -2.90  1.18
C  -1.46  -2.08  0.51
S  -0.61  -1.00  -0.64
N  -2.78  -2.04  0.54
C  -3.75  -3.00  1.13
C  -5.15  -2.56  0.77
H  -1.31  -3.76  4.42
H  -1.95  -2.35  3.57
H  -0.20  -2.52  3.84
H  -1.87  -4.40  2.08
H  -0.14  -4.51  2.35
H  0.31  -2.77  0.99
H  -3.19  -1.38  -0.10
H  -3.63  -3.02  2.21
H  -3.55  -3.99  0.72
H  -5.39  -1.58  1.19
H  -5.87  -3.27  1.17
H  -5.29  -2.53  -0.31
C  4.86  -3.98  3.36
C  4.23  -2.86  2.61
C  3.72  -1.74  3.27
C  3.13  -0.70  2.60
C  2.71  0.51  3.40
C  3.00  -0.79  1.18
C  2.30  0.15  0.40
O  1.42  0.97  0.82
C  3.58  -1.89  0.47
C  3.56  -2.01  -1.03
C  4.17  -2.90  1.21
H  4.71  -3.88  4.43
H  5.94  -4.00  3.17
H  4.47  -4.94  3.03
H  3.83  -1.68  4.35
H  3.48  0.74  4.13
H  1.80  0.30  3.97
H  2.56  1.39  2.79
H  2.50  0.16  -0.67
H  2.59  -1.80  -1.46
H  3.86  -3.01  -1.33
H  4.28  -1.32  -1.47
H  4.60  -3.75  0.69

ORCA calculation (wB97M-V/def2-TZVPD) on 12 unconnected molecules or ions with the total composition C44H83NO26 in a non-equilibrium geometry.

The calculation puts the total energy at -101697.700 eV. The structure (SMILES) is CCOC(C)=O.CCOC(C)=O.CCOC(C)=O.CCOC(C)=O.CCOC(C)=O.CCOC(C)=O.CCOC(C)=O.CCOC(C)=O.O=C1OCCO1.O=C1OCCO1.O=C1OCCO1.CN(C)C=O.

Cartesian coordinates (Å):
C  -0.96  -5.38  -5.43
C  -0.96  -4.91  -3.99
O  0.32  -4.48  -3.53
C  0.55  -3.92  -2.36
C  2.08  -3.54  -2.14
O  -0.28  -3.51  -1.53
H  -0.37  -6.29  -5.53
H  -0.53  -4.67  -6.13
H  -1.93  -5.72  -5.81
H  -1.61  -4.04  -3.96
H  -1.45  -5.69  -3.41
H  2.02  -2.53  -1.72
H  2.67  -3.46  -3.06
H  2.57  -4.23  -1.46
C  2.56  -5.74  1.89
C  1.83  -4.56  1.19
O  0.42  -4.42  1.66
C  0.08  -3.49  2.59
C  -1.45  -3.36  2.97
O  0.87  -2.66  3.02
H  2.06  -6.67  1.65
H  2.61  -5.58  2.97
H  3.59  -5.78  1.56
H  2.49  -3.70  1.35
H  1.77  -4.70  0.11
H  -1.58  -2.75  3.87
H  -1.89  -4.35  3.11
H  -2.02  -2.93  2.15
C  -4.10  -1.40  -0.55
C  -3.72  -0.35  -1.70
O  -4.52  -0.60  -2.80
C  -4.22  -1.60  -3.72
C  -5.31  -1.75  -4.84
O  -3.31  -2.35  -3.71
H  -3.73  -0.94  0.36
H  -3.51  -2.32  -0.66
H  -5.17  -1.57  -0.49
H  -3.78  0.63  -1.24
H  -2.66  -0.55  -1.82
H  -5.04  -2.37  -5.69
H  -5.74  -0.84  -5.25
H  -6.11  -2.33  -4.37
C  -0.36  5.68  -0.66
C  -0.28  5.21  -2.17
O  -0.79  3.94  -2.18
C  -1.00  3.26  -3.32
C  -1.47  1.86  -3.17
O  -0.94  3.77  -4.45
H  0.30  5.12  0.00
H  -1.40  5.51  -0.37
H  -0.12  6.73  -0.47
H  -0.85  5.93  -2.75
H  0.76  5.12  -2.47
H  -1.94  1.52  -4.10
H  -2.09  1.89  -2.28
H  -0.60  1.21  -3.02
C  -9.22  3.04  -0.75
C  -7.82  3.01  -1.25
O  -7.09  3.84  -0.41
C  -5.83  3.42  0.02
C  -5.15  4.48  0.83
O  -5.32  2.32  -0.11
H  -9.67  3.99  -1.03
H  -9.23  2.98  0.34
H  -9.84  2.23  -1.15
H  -7.51  1.96  -1.19
H  -7.76  3.38  -2.27
H  -5.41  4.43  1.88
H  -5.45  5.49  0.53
H  -4.09  4.22  0.85
C  3.06  0.59  -5.33
C  2.69  -0.23  -4.13
O  1.29  -0.40  -4.18
C  0.80  -1.44  -4.90
C  -0.74  -1.43  -5.08
O  1.50  -2.34  -5.37
H  4.08  0.93  -5.21
H  2.38  1.43  -5.44
H  2.99  -0.08  -6.19
H  3.29  -1.09  -3.84
H  2.83  0.34  -3.21
H  -1.02  -0.51  -5.58
H  -1.06  -1.63  -4.06
H  -0.97  -2.34  -5.64
C  5.16  -2.22  6.60
C  4.02  -2.63  5.73
O  3.83  -1.72  4.65
C  4.26  -1.94  3.39
C  3.88  -0.92  2.35
O  5.06  -2.79  3.04
H  5.21  -2.99  7.37
H  5.10  -1.24  7.09
H  6.10  -2.36  6.08
H  4.04  -3.66  5.38
H  3.09  -2.61  6.30
H  3.97  -1.42  1.38
H  4.66  -0.16  2.32
H  2.85  -0.61  2.55
C  1.31  -0.31  -0.16
C  -0.23  -0.32  -0.52
O  -0.89  0.84  -0.12
C  -1.37  0.94  1.11
C  -1.92  2.35  1.29
O  -1.40  0.11  2.01
H  1.77  -1.29  -0.28
H  1.37  -0.01  0.88
H  1.87  0.47  -0.67
H  -0.29  -0.26  -1.61
H  -0.77  -1.23  -0.27
H  -1.29  2.97  0.66
H  -2.01  2.73  2.30
H  -2.89  2.25  0.78
O  -2.34  7.32  3.23
C  -2.74  6.36  3.88
O  -3.85  5.68  3.62
C  -4.04  4.52  4.43
C  -2.76  4.60  5.23
O  -2.09  5.79  4.97
H  -4.97  4.54  5.00
H  -3.95  3.66  3.78
H  -2.10  3.80  4.88
H  -2.95  4.44  6.29
O  4.17  -1.54  -1.87
C  5.19  -2.15  -1.46
O  5.76  -1.88  -0.30
C  6.49  -2.92  0.11
C  6.66  -3.79  -1.10
O  5.64  -3.37  -1.97
H  7.46  -2.69  0.54
H  5.94  -3.46  0.88
H  6.43  -4.79  -0.74
H  7.64  -3.67  -1.58
O  0.64  1.54  7.83
C  0.26  1.10  6.75
O  -0.44  1.76  5.79
C  -0.55  0.90  4.69
C  0.34  -0.27  5.00
O  0.71  -0.07  6.32
H  -1.60  0.64  4.60
H  -0.27  1.36  3.74
H  1.15  -0.36  4.28
H  -0.25  -1.18  5.01
C  4.79  1.81  0.31
N  4.49  3.19  -0.13
C  3.21  3.36  -0.81
C  5.36  4.16  0.16
O  5.23  5.34  -0.26
H  4.75  1.26  -0.63
H  4.02  1.35  0.94
H  5.75  1.70  0.82
H  3.22  2.70  -1.68
H  2.40  3.13  -0.11
H  3.04  4.38  -1.14
H  6.17  3.81  0.82

ORCA calculation (wB97M-V/def2-TZVPD) on a molecular structure, AgClH10O5 in a non-equilibrium geometry.

The energy above the lowest of the compared OMol25 structures with the same formula, charge and spin comes out at 0.0 kJ/mol. As for the expectation value of S²: 0.76. As for the total charge: +1. The calculation puts the total energy at -26914.360 eV. As for the spin multiplicity: 2.

Cartesian coordinates (Å):
Ag  -0.14  -0.51  0.01
Cl  -0.89  -2.83  -0.93
O  0.46  -1.51  1.90
H  0.56  -1.11  2.77
H  0.72  -2.44  2.00
O  -2.07  0.33  0.86
H  -2.72  0.72  0.26
H  -2.59  -0.03  1.59
O  1.63  -0.65  -1.37
H  1.55  -0.39  -2.29
H  2.56  -0.90  -1.25
O  -0.70  1.07  -1.88
H  -1.43  1.54  -2.29
H  0.09  1.54  -2.18
O  0.81  1.40  0.81
H  1.66  1.46  1.28
H  0.50  2.31  0.70